<a>
Density functional theory data (the ωB97M-V functional and the def2-TZVPD basis) for an isolated ion of composition C6H15N2 and charge +1.

As for the charge: +1. Its SMILES is C[C@H]([NH3+])CC/C=C/N. The orbital gap comes out at 8.6 eV.

Positions of all 23 atoms, in Å:
H -2.615 0.783 -3.140
H 0.104 1.246 -0.077
H 1.025 2.238 0.912
H 0.489 1.660 2.950
H 0.586 0.080 3.596
H -0.985 0.641 -3.627
N 0.978 1.318 0.466
N -1.671 0.526 -2.902
C 1.063 0.737 2.872
C -0.185 -0.603 -1.389
C 0.061 -1.506 -0.189
H 0.672 -0.317 -1.986
C -0.073 -0.812 1.169
C 1.063 0.160 1.470
H 2.036 -0.295 1.285
H 1.703 1.282 -0.257
H -0.024 -1.545 1.975
H 2.042 0.974 3.275
H 1.066 -1.925 -0.297
H -1.029 -0.282 1.261
H -0.639 -2.345 -0.193
C -1.407 -0.218 -1.784
H -2.317 -0.375 -1.220

Löwdin population analysis, charges in e, atoms 1 to 8: H 0.098; H 0.137; H 0.164; H 0.087; H 0.095; H 0.098; N 0.213; N 0.066

=====

<b>
Density functional theory data (the ωB97M-V functional and the def2-TZVPD basis) for an isolated ion of composition C6H15N2 and charge +1.

As for the charge: +1. Its SMILES is CN/C=C/C[C@@H](C)[NH3+]. The orbital gap comes out at 7.9 eV.

Positions of all 23 atoms, in Å:
H 0.229 -1.258 0.017
C -1.495 1.794 2.587
H -1.156 1.753 3.641
C -0.015 -0.298 -0.457
C 0.819 -0.069 -1.498
H 1.423 -1.648 -3.886
H -1.200 -1.281 1.538
H 0.905 0.888 -2.025
N -1.315 -0.511 2.201
H 2.759 -0.477 -3.606
H -0.757 -0.786 3.008
H 0.314 0.949 1.881
H -1.090 2.841 2.367
H -0.736 1.664 -0.284
H -2.291 -0.429 2.507
C 2.226 -1.325 -3.198
C -0.766 0.843 1.641
H -2.013 0.542 -0.231
H 2.807 -2.223 -3.053
N 1.702 -1.033 -1.891
H 1.934 -1.675 -1.149
H -2.571 1.911 2.457
C -0.971 0.683 0.139

Löwdin population analysis, charges in e, atoms 1 to 8: H 0.096; C -0.063; H 0.099; C -0.142; C -0.142; H 0.090; H 0.143; H 0.139

=====

Which of them is most stable? Easy: <a>.

=====

<a>
Density functional theory data (the ωB97M-V functional and the def2-TZVPD basis) for an isolated ion of composition C6H15N2 and charge +1.

As for the charge: +1. The orbital gap comes out at 5.6 eV.

Positions of all 23 atoms, in Å:
C 1.093 -1.923 1.438
H -1.084 1.803 -0.061
H -1.778 -1.137 2.113
C -0.274 -1.956 0.808
H 1.154 -2.394 2.427
H 0.547 1.940 -2.372
C -1.011 0.857 -0.634
H 1.851 -2.447 0.851
C -1.217 -0.723 1.273
H -0.849 -2.842 1.053
N 0.279 0.356 -0.900
H -1.565 1.196 -1.543
H 1.434 -0.900 1.578
H 1.915 0.811 -2.058
H 1.855 3.234 -0.718
H -2.982 0.153 0.300
C 1.033 1.298 -1.653
H -0.483 -0.051 1.707
N 1.796 2.216 -0.680
H -0.209 -1.850 -0.267
H 1.932 1.991 0.295
C -1.965 -0.175 0.059
H -2.051 -0.996 -0.652

Löwdin population analysis, charges in e, atoms 1 to 8: C -0.114; H 0.188; H 0.116; C -0.249; H 0.087; H 0.143; C -0.181; H 0.079

=====

<b>
Density functional theory data (the ωB97M-V functional and the def2-TZVPD basis) for a 2-piece molecular cluster, C6H15N2 overall.

As for the charge: +1. The orbital gap comes out at 9.1 eV.

Positions of all 23 atoms, in Å:
H -2.706 -1.790 -1.504
C -1.914 -2.368 -1.041
C 0.482 1.447 1.476
N -0.524 -0.404 -1.038
H -1.412 0.078 -1.192
H 0.868 0.949 3.391
H 0.252 3.677 -0.698
C 0.446 -2.487 -0.108
H 0.231 2.244 -1.706
H -0.966 2.463 -0.400
N 1.194 0.752 2.454
H 2.193 0.913 2.407
H -0.091 0.075 -0.216
C 0.083 2.599 -0.685
H 0.068 -0.245 -1.855
H 0.690 -2.013 0.846
H 1.321 -2.411 -0.754
H -2.150 -3.402 -0.845
H 2.043 1.904 0.179
C -0.743 -1.849 -0.749
H 0.253 -3.542 0.049
C 0.970 1.923 0.325
H -0.589 1.488 1.664

Löwdin population analysis, charges in e, atoms 1 to 8: H 0.084; C 0.112; C -0.255; N 0.215; H 0.161; H 0.094; H 0.086; C -0.021

=====

<c>
Density functional theory data (the ωB97M-V functional and the def2-TZVPD basis) for a 2-piece molecular cluster, C6H15N2 overall.

As for the charge: +1. The orbital gap comes out at 6.8 eV.

Positions of all 23 atoms, in Å:
C 0.146 0.379 -0.436
H -0.769 1.850 0.917
H -1.845 -2.206 0.272
H -1.386 -0.787 1.264
H 2.471 -2.161 1.476
H 1.761 -0.997 0.679
H -3.411 -0.821 -1.238
C 1.072 0.934 -1.443
H -3.863 -0.265 0.463
N 2.289 1.659 -1.088
C -3.012 -0.418 -0.257
C 0.016 1.047 0.793
H 0.870 1.665 0.968
H 2.470 2.574 -1.415
H 3.044 0.965 -1.070
C -1.739 -1.099 0.243
C -0.580 -0.783 -0.661
H -2.593 0.666 -0.621
H 2.279 -0.813 2.239
N 2.451 -1.207 1.346
H -0.063 0.328 1.623
H -0.331 -1.539 -1.543
H 0.724 1.030 -2.510

Löwdin population analysis, charges in e, atoms 1 to 8: C -0.323; H 0.142; H 0.128; H 0.114; H -0.007; H -0.050; H 0.096; C 0.109

=====

Which of them is most stable? Easy: <b>.

=====

<a>
Density functional theory data (the ωB97M-V functional and the def2-TZVPD basis) for a 2-piece molecular cluster, C6H15N2 overall.

As for the charge: +1. The orbital gap comes out at 10.0 eV.

Positions of all 23 atoms, in Å:
C -0.232 1.363 0.961
N 2.634 1.257 0.064
H 0.504 -3.263 0.412
H 0.078 0.885 1.852
H 4.081 2.689 -0.707
C -2.164 0.900 -0.503
C 2.999 2.220 -0.614
N -0.356 -0.702 -0.039
H -0.952 2.044 1.299
H 3.433 0.773 0.531
H -0.044 -2.009 -1.533
H -0.806 -2.622 1.240
C -0.901 0.448 0.037
H 0.598 -0.761 0.418
H 0.563 1.955 0.588
H -1.745 -2.026 -1.063
C -0.466 -3.048 0.375
H -2.600 1.562 0.277
H -1.075 -3.942 0.188
H 2.094 2.668 -0.998
H -2.103 1.568 -1.392
H -2.799 0.027 -0.757
C -0.741 -1.986 -0.636

Löwdin population analysis, charges in e, atoms 1 to 8: C -0.010; N -0.015; H 0.045; H 0.103; H 0.128; C 0.023; C -0.132; N 0.103

=====

<b>
Density functional theory data (the ωB97M-V functional and the def2-TZVPD basis) for a 2-piece molecular cluster, C6H15N2 overall.

As for the charge: +1. The orbital gap comes out at 8.3 eV.

Positions of all 23 atoms, in Å:
H 0.527 0.820 -0.111
H -2.830 -0.839 0.069
H -1.585 -1.500 -1.134
C -2.202 -0.644 -0.780
H -3.374 2.089 -0.773
N 1.446 0.108 0.779
H -3.044 -0.675 -1.539
H 1.452 -1.801 -0.385
H 3.275 0.163 -0.580
C 1.892 -1.286 0.546
H 2.130 -3.057 1.216
H 3.601 0.074 1.089
H 0.126 1.942 -1.491
H 0.418 0.156 -1.474
C -0.182 0.981 -1.045
N 1.724 -2.245 1.537
C -2.351 1.906 -0.278
H 1.415 0.381 1.764
C 2.908 -0.133 0.375
C -1.574 0.734 -0.781
H 2.198 -1.922 2.402
H -2.572 1.692 0.816
H -1.813 2.881 -0.287

Löwdin population analysis, charges in e, atoms 1 to 8: H 0.079; H 0.089; H 0.102; C -0.014; H 0.132; N 0.001; H 0.130; H 0.167

=====

Which of them is most stable? Easy: <a>.